# 1
DFT (ωB97M-V/def2-TZVPD) results for an isolated ion of composition C5H14NS and charge +1.

Properties
Net charge: +1
ΔE to the lowest compared entry with this formula, charge and spin (kJ/mol): 83.6
HOMO-LUMO gap (Eh): 0.29991
SMILES: CSCC[C@@H](C)[NH3+]

```
21
Properties=species:S:1:pos:R:3:lowdin_charge:R:1
C -2.319 -0.241 -2.050 -0.42
S -1.875 -1.850 -1.352 0.82
C -0.119 -1.457 -0.934 -0.46
C -0.087 -0.749 0.419 -0.24
C 1.044 0.237 0.692 -0.30
C 0.932 1.679 0.222 -0.03
N 1.306 0.253 2.236 0.21
H -3.267 -0.399 -2.570 0.04
H -2.493 0.655 -1.457 0.04
H -1.583 -0.070 -2.835 0.03
H 0.395 -2.413 -0.924 0.08
H 0.259 -0.760 -1.681 0.08
H -1.018 -0.196 0.585 0.11
H -0.139 -1.472 1.246 0.11
H 2.029 -0.099 0.347 0.15
H 1.375 1.809 -0.759 0.10
H -0.112 1.996 0.140 0.09
H 1.407 2.390 0.900 0.09
H 2.306 0.129 2.439 0.17
H 0.879 -0.578 2.650 0.16
H 1.079 1.136 2.690 0.16
```

# 2
DFT (ωB97M-V/def2-TZVPD) results for C3H3Br3O as an isolated structure.

Properties
ΔE to the lowest compared entry with this formula, charge and spin (kJ/mol): 436.8
HOMO-LUMO gap (spin up / spin down) (Eh): 0.22815 / 0.27112

```
10
Properties=species:S:1:pos:R:3:lowdin_charge:R:1
C 0.367 -1.849 -0.789 -0.19
C -0.253 -0.748 -0.440 -0.60
C 0.314 1.756 0.672 -1.25
O -0.791 1.669 1.246 -0.19
Br -2.171 -0.515 -0.175 0.71
Br 1.988 1.175 1.527 0.66
Br 0.386 2.556 -1.015 0.76
H 0.122 -2.803 -1.199 0.03
H 1.482 -2.020 -0.882 0.07
H -1.444 0.780 1.054 0.00
```

# 3
DFT (ωB97M-V/def2-TZVPD) results for CH4N2S in the gas phase.

Properties
ΔE to the lowest compared entry with this formula, charge and spin (kJ/mol): 249.2
HOMO-LUMO gap (Eh): 0.33465
SMILES: NNC=S

```
8
Properties=species:S:1:pos:R:3:lowdin_charge:R:1
N -0.837 -0.891 0.008 -0.10
N -0.490 0.376 -0.265 -0.27
C 0.791 0.823 -0.101 -0.67
S 1.922 -0.393 -0.097 0.59
H -0.077 -1.334 0.738 0.09
H -0.763 -1.544 -0.816 0.10
H -1.116 1.031 0.266 0.14
H 0.571 1.932 0.267 0.12
```

# 4
DFT (ωB97M-V/def2-TZVPD) results for a 2-piece molecular cluster, CH3N3OS overall.

Properties
ΔE to the lowest compared entry with this formula, charge and spin (kJ/mol): 505.2
HOMO-LUMO gap (spin up / spin down) (Eh): 0.29072 / 0.29113

```
9
Properties=species:S:1:pos:R:3:lowdin_charge:R:1
C -0.170 -0.339 2.646 -0.28
N 0.259 -0.429 3.702 -0.08
N -1.605 0.542 -0.334 -0.17
N 0.624 -0.476 -0.696 -0.08
O -1.265 -2.047 -0.151 -0.31
S -0.828 -0.699 0.082 0.72
H -2.478 0.767 0.110 0.04
H 1.058 0.421 -0.555 0.08
H 1.268 -1.252 -0.701 0.08
```

# 5
DFT (ωB97M-V/def2-TZVPD) results for C31H62GdP2Si2 as an isolated structure.

Properties
Expectation value of S²: 15.79
Net charge: +1
HOMO-LUMO gap (spin up / spin down) (Eh): 0.25096 / 0.21421
2S+1: 8

```
98
Properties=species:S:1:pos:R:3:lowdin_charge:R:1
Gd -2.032 -2.202 -0.263 1.60
C -3.334 -0.205 -0.091 -0.34
C -3.294 -0.593 -1.472 -0.35
C -4.296 -2.305 -0.289 -0.40
C -3.958 -1.261 0.646 -0.37
C -3.887 -1.886 -1.600 -0.38
C -2.819 1.086 0.428 -0.01
H -1.742 1.209 0.202 0.08
H -2.946 1.165 1.511 0.04
H -3.341 1.942 -0.041 0.12
C -4.108 -1.332 2.125 -0.02
H -3.164 -1.107 2.643 0.09
H -4.438 -2.329 2.445 0.09
H -4.848 -0.600 2.474 0.09
C -4.507 -3.718 0.103 -0.06
H -5.394 -3.755 0.753 0.11
H -3.651 -4.140 0.684 0.07
H -4.676 -4.349 -0.786 0.10
C -3.871 -2.750 -2.810 -0.03
H -4.901 -3.001 -3.104 0.11
H -3.335 -3.701 -2.640 0.08
H -3.399 -2.223 -3.646 0.08
C -2.773 0.227 -2.596 -0.01
H -3.253 -0.066 -3.540 0.10
H -1.684 0.102 -2.726 0.06
H -2.977 1.288 -2.400 0.09
C 1.330 1.053 -0.269 -0.09
C 0.578 2.031 -0.789 -0.11
C 0.306 2.332 -2.223 -0.17
C 1.183 1.651 -3.304 -0.18
C 0.730 0.262 -3.625 -0.10
C 0.810 -0.854 -2.870 -0.13
C 1.607 -1.082 -1.638 -0.23
C 2.248 0.176 -1.035 -0.23
H 0.396 3.423 -2.337 0.12
H 2.251 1.717 -3.061 0.10
H -0.751 2.108 -2.442 0.10
H 2.731 0.745 -1.828 0.06
H 1.303 0.830 0.804 0.10
H 0.097 2.729 -0.091 0.07
H 3.048 -0.124 -0.346 0.07
H 1.029 -1.600 -0.851 0.07
H 0.260 -1.733 -3.214 0.10
H 2.433 -1.794 -1.898 0.02
H 1.060 2.233 -4.230 0.12
H 0.243 0.172 -4.602 0.11
P 4.670 -1.944 -1.635 0.84
P 4.190 -4.968 -2.399 0.78
C 6.185 -2.930 -2.066 -0.43
C 5.942 -4.437 -1.947 -0.46
H 6.998 -2.628 -1.386 0.08
H 6.480 -2.665 -3.096 0.08
H 6.652 -4.995 -2.579 0.08
H 6.083 -4.767 -0.905 0.07
C 4.564 -6.765 -2.225 -0.34
H 3.687 -7.340 -2.543 0.03
H 4.773 -6.975 -1.168 0.03
H 5.432 -7.057 -2.831 0.04
C 4.300 -4.860 -4.250 -0.31
H 5.267 -5.223 -4.631 0.04
H 4.141 -3.820 -4.568 0.02
H 3.494 -5.484 -4.662 0.03
C 4.933 -1.663 0.178 -0.26
H 4.121 -1.058 0.605 0.01
H 5.893 -1.164 0.377 0.05
H 4.912 -2.639 0.685 0.04
C 5.164 -0.389 -2.477 -0.27
H 5.350 -0.617 -3.535 0.05
H 6.067 0.051 -2.039 0.05
H 4.364 0.354 -2.443 0.00
C -0.175 5.021 4.564 -0.18
Si -0.428 3.871 3.083 0.43
C -0.508 4.973 1.552 -0.17
C 1.075 2.742 2.946 -0.18
C -1.920 2.773 3.270 -0.20
Si -3.462 3.216 4.194 0.42
C -3.927 5.035 3.952 -0.18
C -4.954 2.166 3.710 -0.19
C -3.119 2.964 6.037 -0.17
H 0.857 5.402 4.560 0.04
H -0.335 4.502 5.521 0.02
H -0.850 5.888 4.532 0.03
H 0.051 5.908 1.716 0.04
H -0.082 4.496 0.659 0.00
H -1.552 5.235 1.328 0.03
H 0.837 1.755 3.365 0.03
H 1.388 2.604 1.901 0.00
H 1.931 3.150 3.503 0.04
H -1.685 1.688 3.186 0.01
H -4.041 5.285 2.887 0.03
H -4.889 5.243 4.448 0.04
H -3.178 5.717 4.383 0.02
H -4.931 1.183 4.202 0.02
H -5.888 2.665 4.017 0.04
H -5.001 2.007 2.623 0.02
H -3.438 1.962 6.354 0.03
H -2.044 3.058 6.241 0.02
H -3.657 3.702 6.649 0.04
```

# 6
DFT (ωB97M-V/def2-TZVPD) results for C42H82Br2F3NiO20S9 as an isolated structure.

Properties
Expectation value of S²: 2.01
Net charge: +1
ΔE to the lowest compared entry with this formula, charge and spin (kJ/mol): 836.4
HOMO-LUMO gap (spin up / spin down) (Eh): 0.20805 / 0.20939
2S+1: 3

```
159
Properties=species:S:1:pos:R:3:lowdin_charge:R:1
Ni -1.498 14.995 -24.644 0.96
C -4.006 11.651 -28.625 -0.26
O -3.829 10.200 -28.633 -0.10
O -3.304 12.181 -27.537 0.13
C -3.659 12.081 -30.167 -0.53
F -4.082 11.228 -31.091 0.16
F -4.207 13.275 -30.533 0.12
F -2.376 12.236 -30.445 0.16
C -5.036 9.350 -28.808 -0.24
C -4.597 8.034 -29.409 -0.07
H -3.878 7.666 -28.678 0.08
H -5.450 7.366 -29.525 0.08
H -4.203 8.211 -30.410 0.08
H -5.852 9.789 -29.383 0.11
H -5.602 9.085 -27.915 0.11
H -5.047 11.854 -28.373 0.17
C -6.696 13.771 -19.472 -0.22
C -7.432 12.570 -20.172 -0.19
C -6.653 12.305 -21.469 -0.21
S -4.876 12.541 -20.993 0.72
O -4.229 13.493 -21.910 -0.39
O -4.278 11.210 -20.815 -0.35
C -5.263 13.353 -19.387 -0.23
H -7.060 14.174 -18.527 0.12
H -6.843 14.632 -20.124 0.11
H -8.453 12.921 -20.320 0.11
H -7.470 11.683 -19.540 0.12
H -6.875 12.969 -22.304 0.10
H -6.806 11.323 -21.919 0.10
H -4.470 14.015 -19.041 0.11
H -5.209 12.524 -18.681 0.10
C -4.211 3.550 -22.763 -0.21
C -3.883 4.498 -23.920 -0.24
C -4.325 5.904 -23.429 -0.20
S -6.017 5.557 -22.707 0.69
O -6.941 5.357 -23.807 -0.33
O -6.222 6.442 -21.576 -0.34
C -5.532 3.944 -22.035 -0.21
H -3.365 3.634 -22.082 0.11
H -4.267 2.502 -23.058 0.11
H -4.450 4.305 -24.831 0.11
H -2.848 4.594 -24.248 0.11
H -4.412 6.716 -24.151 0.10
H -3.594 6.086 -22.642 0.10
H -6.343 3.215 -22.033 0.11
H -5.269 4.205 -21.010 0.09
C -7.716 6.974 -34.463 -0.20
C -7.576 5.432 -34.634 -0.22
C -6.339 5.246 -35.526 -0.23
S -6.330 6.591 -36.805 0.71
O -6.816 5.997 -38.065 -0.35
O -5.085 7.329 -36.790 -0.35
C -7.676 7.637 -35.941 -0.16
H -6.902 7.223 -33.783 0.10
H -8.644 7.274 -33.976 0.10
H -8.473 5.168 -35.193 0.11
H -7.537 4.819 -33.734 0.11
H -6.244 4.350 -36.140 0.09
H -5.390 5.273 -34.991 0.10
H -8.603 7.550 -36.507 0.09
H -7.386 8.683 -36.040 0.08
C 1.880 17.767 -31.412 -0.19
C 0.388 18.307 -31.408 -0.19
C -0.073 18.469 -29.966 -0.21
S 1.119 17.594 -28.856 0.68
O 0.451 16.619 -28.019 -0.37
O 1.997 18.589 -28.251 -0.34
C 2.039 16.756 -30.200 -0.20
H 2.659 18.528 -31.374 0.11
H 2.151 17.200 -32.302 0.10
H -0.107 17.481 -31.919 0.11
H 0.337 19.262 -31.931 0.11
H -0.947 17.825 -29.879 0.09
H -0.221 19.432 -29.477 0.11
H 1.387 15.899 -30.371 0.09
H 3.023 16.454 -29.843 0.11
C 0.170 6.710 -32.248 -0.25
C -0.083 8.150 -32.678 -0.24
C 1.138 8.899 -33.222 -0.18
S 2.362 7.468 -33.511 0.71
O 3.360 7.330 -32.445 -0.34
O 2.885 7.478 -34.859 -0.34
C 1.053 6.159 -33.300 -0.23
H -0.720 6.088 -32.161 0.12
H 0.781 6.624 -31.349 0.11
H -0.567 8.886 -32.035 0.11
H -0.831 7.982 -33.452 0.11
H 1.605 9.669 -32.608 0.09
H 0.884 9.357 -34.177 0.10
H 1.553 5.200 -33.161 0.11
H 0.538 6.161 -34.260 0.11
C -6.555 20.086 -27.625 -0.21
C -7.624 18.984 -27.564 -0.20
C -6.938 17.751 -26.883 -0.21
S -5.662 18.315 -25.633 0.75
O -4.354 17.674 -25.959 -0.40
O -6.214 18.395 -24.267 -0.36
C -5.798 20.097 -26.259 -0.19
H -6.966 21.087 -27.756 0.12
H -5.850 19.852 -28.423 0.11
H -8.111 18.781 -28.518 0.12
H -8.404 19.298 -26.870 0.11
H -6.374 17.344 -27.722 0.09
H -7.438 16.913 -26.398 0.09
H -4.823 20.585 -26.259 0.10
H -6.480 20.614 -25.584 0.10
C -0.725 13.392 -37.431 -0.24
C -2.098 12.887 -36.893 -0.23
C -3.046 12.733 -38.082 -0.16
S -2.295 13.794 -39.568 0.73
O -3.217 14.887 -39.898 -0.36
O -1.702 12.937 -40.584 -0.34
C -0.910 14.427 -38.524 -0.22
H -0.310 12.459 -37.813 0.11
H 0.022 13.596 -36.663 0.11
H -2.391 13.601 -36.124 0.10
H -2.023 11.964 -36.318 0.11
H -4.017 13.176 -37.860 0.08
H -3.274 11.751 -38.495 0.09
H -1.298 15.372 -38.143 0.10
H -0.086 14.612 -39.213 0.10
C -5.160 21.085 -36.054 -0.24
C -4.988 19.652 -36.656 -0.19
C -6.013 18.753 -35.928 -0.20
S -6.228 19.429 -34.191 0.70
O -5.325 18.888 -33.210 -0.34
O -7.662 19.487 -33.950 -0.35
C -5.623 21.147 -34.616 -0.21
H -5.829 21.674 -36.682 0.11
H -4.247 21.665 -36.189 0.11
H -3.955 19.318 -36.553 0.11
H -5.267 19.712 -37.708 0.11
H -5.802 17.684 -35.908 0.10
H -6.954 18.832 -36.471 0.10
H -4.712 21.368 -34.059 0.09
H -6.409 21.838 -34.313 0.10
C 1.732 9.269 -27.323 -0.22
C 1.080 8.179 -26.346 -0.19
C 0.326 9.042 -25.329 -0.22
S 1.520 10.401 -24.905 0.74
O 2.421 9.959 -23.869 -0.32
O 0.779 11.707 -24.866 -0.41
C 2.446 10.330 -26.533 -0.21
H 0.990 9.756 -27.955 0.11
H 2.426 8.720 -27.960 0.11
H 1.886 7.702 -25.789 0.11
H 0.504 7.460 -26.927 0.11
H 0.053 8.526 -24.409 0.10
H -0.499 9.556 -25.823 0.09
H 3.496 10.124 -26.324 0.10
H 2.474 11.354 -26.906 0.10
Br -8.636 13.815 -33.667 0.55
C -9.418 14.409 -31.943 -0.67
C -10.757 15.273 -32.071 -0.60
Br -12.298 14.016 -32.363 0.54
H -8.669 15.065 -31.498 0.04
H -9.500 13.559 -31.265 0.04
H -10.687 16.071 -32.811 0.06
H -11.009 15.774 -31.137 0.04
```

Number 1: calculated total energy -651.58067 hartree. Number 2: calculated total energy -7913.18967 hartree. Number 3: calculated total energy -548.11693 hartree. Number 4: calculated total energy -677.42829 hartree. Number 5: calculated total energy -3245.29974 hartree. Number 6: calculated total energy -13693.21280 hartree.